Here is a 10-piece molecular cluster, C31H78O13S9 overall in a non-equilibrium geometry from the Open Molecules 2025 dataset. Energies are from ωB97M-V/def2-TZVPD.

The geometry in XYZ format:
```
131
C31H78O13S9 (ωB97M-V/def2-TZVPD)
C 1.304 0.921 0.647
C 2.813 0.986 1.362
C 3.894 0.786 0.146
C 4.833 2.091 -0.175
C 4.951 2.338 -1.816
C 6.339 1.768 -2.474
C 6.313 0.186 -2.901
O 5.347 -0.738 -2.288
C 4.226 -1.235 -3.131
O 3.310 -2.183 -2.902
C 4.403 -0.234 -4.456
C 3.629 -0.961 -5.715
C 2.037 -0.585 -5.818
C 1.806 0.538 -7.008
O 1.452 -0.037 -4.572
C 6.039 -0.074 -4.507
O 6.474 -1.497 -4.690
H 0.478 0.819 1.472
H 1.303 0.028 -0.127
H 1.225 1.928 0.019
H 2.904 0.146 2.200
H 3.019 2.019 1.871
H 3.306 0.523 -0.859
H 4.612 -0.151 0.320
H 5.891 2.078 0.345
H 4.278 3.059 0.239
H 3.966 1.983 -2.338
H 4.984 3.525 -1.942
H 7.221 1.966 -1.731
H 6.571 2.391 -3.462
H 7.339 -0.205 -2.433
H 3.898 0.780 -4.156
H 3.714 -2.121 -5.555
H 4.259 -0.708 -6.681
H 1.387 -1.549 -6.081
H 0.820 0.326 -7.644
H 2.697 0.588 -7.775
H 1.655 1.577 -6.484
H 0.453 -0.122 -4.653
H 6.529 0.741 -5.189
H 7.449 -1.579 -4.466
C -1.825 -1.839 2.317
S -2.695 -0.531 1.419
O -2.057 0.775 1.794
C -4.242 -0.665 2.345
H -0.807 -1.909 1.926
H -1.788 -1.601 3.383
H -2.337 -2.791 2.162
H -4.058 -0.499 3.409
H -4.678 -1.655 2.189
H -4.935 0.096 1.975
C 7.946 5.550 2.755
S 7.576 3.885 2.154
O 6.101 3.820 1.886
C 7.879 3.046 3.727
H 7.786 6.258 1.938
H 7.286 5.804 3.588
H 8.990 5.600 3.075
H 7.222 3.452 4.501
H 8.924 3.175 4.016
H 7.669 1.981 3.599
C -2.613 -4.440 -1.250
S -4.070 -3.481 -1.731
O -4.198 -2.340 -0.764
C -5.284 -4.734 -1.255
H -1.723 -3.831 -1.427
H -2.668 -4.700 -0.190
H -2.555 -5.346 -1.857
H -5.177 -4.976 -0.195
H -5.142 -5.631 -1.862
H -6.285 -4.333 -1.434
C -6.117 0.304 6.181
S -6.795 -1.307 5.717
O -5.962 -1.840 4.588
C -8.329 -0.667 5.004
H -5.128 0.150 6.621
H -6.025 0.941 5.298
H -6.769 0.776 6.919
H -8.103 0.029 4.192
H -8.911 -0.163 5.779
H -8.905 -1.507 4.608
C -4.953 -7.380 3.700
S -5.744 -7.457 2.075
O -5.619 -6.099 1.448
C -7.435 -7.615 2.695
H -3.879 -7.242 3.558
H -5.353 -6.539 4.272
H -5.129 -8.316 4.236
H -7.683 -6.760 3.328
H -7.531 -8.543 3.264
H -8.117 -7.643 1.842
C -2.069 -0.445 -8.952
S -1.268 1.012 -9.665
O -0.755 1.846 -8.528
C -2.787 1.787 -10.266
H -1.303 -1.066 -8.480
H -2.801 -0.140 -8.200
H -2.559 -1.017 -9.743
H -3.476 1.956 -9.434
H -3.255 1.144 -11.015
H -2.530 2.746 -10.723
C -12.449 -2.841 4.400
S -11.648 -1.384 3.687
O -11.136 -0.550 4.824
C -13.167 -0.609 3.087
H -11.684 -3.462 4.873
H -13.181 -2.536 5.152
H -12.939 -3.413 3.609
H -13.856 -0.440 3.918
H -13.635 -1.252 2.337
H -12.911 0.350 2.630
C 12.176 2.569 1.084
S 11.233 3.009 2.563
O 10.984 4.487 2.517
C 12.579 2.721 3.737
H 11.537 2.712 0.209
H 13.057 3.211 0.996
H 12.480 1.521 1.141
H 13.434 3.354 3.487
H 12.870 1.668 3.710
H 12.224 2.972 4.740
C -0.593 3.645 2.568
S 0.208 5.101 1.855
O 0.720 5.936 2.992
C -1.312 5.876 1.254
H 0.172 3.024 3.040
H -1.326 3.950 3.319
H -1.084 3.073 1.776
H -2.000 6.046 2.086
H -1.779 5.234 0.505
H -1.055 6.835 0.797
```

The HOMO-LUMO gap comes out at 8.11 eV.

Mulliken atomic charge list, values in e, 99 entries:
1 C -0.57
2 C -0.44
3 C 0.08
4 C -0.05
5 C -0.62
6 C -0.71
7 C 0.12
8 O -0.35
9 C 0.53
10 O -0.64
11 C -0.05
12 C -0.79
13 C 0.28
14 C -0.66
15 O -0.50
16 C -0.13
17 O -0.51
18 H 0.05
19 H 0.28
20 H 0.16
21 H 0.27
22 H 0.20
23 H -0.20
24 H 0.23
25 H -0.14
26 H 0.22
27 H 0.19
28 H 0.35
29 H 0.27
30 H 0.32
31 H 0.30
32 H 0.23
33 H 0.29
34 H 0.25
35 H 0.36
36 H -0.12
37 H 0.30
38 H 0.24
39 H 0.27
40 H 0.32
41 H 0.33
42 C -1.00
43 S 0.54
44 O -0.61
45 C -0.95
46 H 0.31
47 H 0.36
48 H 0.33
49 H 0.25
50 H 0.32
51 H 0.43
52 C -0.95
53 S 0.49
54 O -0.56
55 C -0.93
56 H 0.31
57 H 0.33
58 H 0.34
59 H 0.39
60 H 0.26
61 H 0.28
62 C -0.87
63 S 0.39
64 O -0.54
65 C -0.67
66 H 0.32
67 H 0.22
68 H 0.38
69 H 0.13
70 H 0.36
71 H 0.34
72 C -0.98
73 S 0.41
74 O -0.52
75 C -0.83
76 H 0.34
77 H 0.28
78 H 0.38
79 H 0.32
80 H 0.41
81 H 0.16
82 C -0.93
83 S 0.48
84 O -0.61
85 C -0.96
86 H 0.31
87 H 0.28
88 H 0.38
89 H 0.29
90 H 0.39
91 H 0.31
92 C -0.89
93 S 0.50
94 O -0.57
95 C -0.93
96 H 0.27
97 H 0.30
98 H 0.37
99 H 0.31